Computed, not measured: 2 unconnected molecules or ions with the total composition C5H6N2O3, with ωB97M-V/def2-TZVPD.

CARTESIAN COORDINATES (ANGSTROEM)
C (1.64113, -0.50349, 0.40945)
C (1.53538, 1.48775, -0.35452)
C (-3.17831, -0.02943, -0.20693)
C (0.39927, -0.54776, 1.32113)
C (0.24175, -0.40054, -0.10892)
N (2.29230, 0.68519, 0.25044)
N (0.27130, 0.99162, -0.59178)
O (-2.79973, 0.87475, -0.75097)
O (-3.49271, -0.95970, 0.32626)
O (-0.65298, -1.31844, -0.94049)
H (2.27779, -1.49251, 0.31941)
H (1.95676, 2.46769, -0.61072)
H (-0.00850, -1.37168, 1.91643)
H (0.22513, 0.34554, 1.99911)
H (-0.39506, 1.39374, -1.22525)
H (-0.31353, -1.62274, -1.75265)

Its SMILES is O[C@@]12C[C@@H]1N=CN2.O=C=O. The LUMO energy is 0.578 eV. As for the HOMO energy: -0.3262 Eh. The energy above the lowest of the compared OMol25 structures with the same formula, charge and spin is 159.7 kJ/mol. The HOMO-LUMO gap is 9.455 eV.

Löwdin population analysis, charges in e, atoms 1 to 5: C -0.2666; C -0.2032; C -0.5040; C -0.0281; C -0.3843

---

Computed, not measured: C10H13NS in the gas phase, with ωB97M-V/def2-TZVPD.

CARTESIAN COORDINATES (ANGSTROEM)
C (0.76662, -1.59626, -2.56094)
C (0.88809, -2.44217, -1.39625)
C (0.82694, -0.27561, -2.38776)
C (0.90378, -1.98397, -0.14072)
C (0.94645, 0.38063, -0.97141)
C (0.99462, -0.59437, 0.14807)
C (-1.30807, 1.21755, -0.10648)
C (1.29706, 1.42344, 1.77725)
C (-3.31528, 0.52203, 1.43578)
C (0.94330, -0.07782, 1.40658)
N (-0.22994, 1.31493, -0.82033)
S (-1.76054, -0.14038, 0.74114)
H (0.78077, -1.92250, -3.59720)
H (0.84008, -3.57938, -1.45489)
H (0.71767, 0.32686, -3.36041)
H (0.96541, -2.48633, 0.76269)
H (1.82533, 0.99897, -0.72385)
H (0.87869, 2.29170, 1.22296)
H (1.01571, 1.58588, 2.70810)
H (2.30283, 1.62034, 1.65717)
H (-3.23771, 1.55901, 1.39952)
H (-3.42023, 0.14778, 2.53550)
H (-4.29353, 0.26731, 0.81841)
H (0.89539, -0.78385, 2.11506)
H (-0.22346, 2.22623, -1.20799)

The LUMO energy is 0.217 eV. As for the HOMO energy: -0.2726 Eh. The energy above the lowest of the compared OMol25 structures with the same formula, charge and spin is 345.9 kJ/mol. The HOMO-LUMO gap is 7.633 eV.

Löwdin population analysis, charges in e, atoms 1 to 5: C -0.1082; C -0.0846; C -0.0264; C -0.0819; C -0.2125

---

Computed, not measured: C2H3FO2S in the gas phase, with ωB97M-V/def2-TZVPD.

CARTESIAN COORDINATES (ANGSTROEM)
C (-0.27837, 0.00890, 0.55329)
C (0.44864, -0.97310, -0.55726)
O (2.09840, -0.83464, 1.36811)
O (0.18795, -2.39233, 1.85690)
F (-0.44333, -1.72156, -1.29514)
S (0.77101, -1.28665, 1.12383)
H (0.14316, 1.10100, 0.39426)
H (-1.36251, -0.15006, 0.68050)
H (1.13688, -0.46922, -1.31261)

Its spin multiplicity is 3. The LUMO energy (spin up / spin down) is 0.834 / -4.685 eV. As for the HOMO energy (spin up / spin down): -0.1904 / -0.4320 Eh. The energy above the lowest of the compared OMol25 structures with the same formula, charge and spin is 504.7 kJ/mol. The HOMO-LUMO gap (spin up / spin down) is 6.016 / 7.071 eV.

Löwdin population analysis, charges in e, atoms 1 to 5: C -0.1551; C -0.3773; O -0.2479; O -0.2535; F 0.0070

---

Computed, not measured: a molecular structure, C10H24N4O7Sr, with ωB97M-V/def2-TZVPD.

CARTESIAN COORDINATES (ANGSTROEM)
O (-1.05257, 0.26398, -3.13116)
H (-2.75327, 0.09616, -3.38520)
Sr (0.92247, 0.34384, -0.65968)
N (1.95359, -2.11766, -0.45794)
N (-0.50172, -1.88815, -0.09250)
N (0.69556, 2.87145, -0.01987)
N (-0.76833, 1.19464, 1.20148)
O (3.21726, -2.12142, -0.18426)
O (1.42609, 3.67716, -0.73602)
O (-1.54768, 0.29269, 1.87649)
O (-1.73184, -1.69036, 0.27232)
C (-0.10360, -3.16982, -0.30375)
C (1.30296, -3.30278, -0.48452)
C (-0.03379, 3.40775, 0.97418)
C (-0.85668, 2.45088, 1.66649)
C (1.97771, -4.62283, -0.59574)
H (1.65239, -5.15177, -1.50232)
H (1.72614, -5.26377, 0.26065)
H (3.06122, -4.48990, -0.63300)
C (-1.01321, -4.34653, -0.27431)
H (-0.95412, -4.90495, -1.21806)
H (-2.04549, -4.02760, -0.11467)
H (-0.73080, -5.04068, 0.52905)
C (-0.01888, 4.84792, 1.34566)
C (-1.72373, 2.87824, 2.80200)
H (0.64270, 5.40659, 0.67908)
H (0.32884, 4.97539, 2.38099)
H (-1.03088, 5.27225, 1.28356)
H (-2.28578, 2.02964, 3.19814)
H (-2.42801, 3.65432, 2.47324)
H (-1.11891, 3.31528, 3.60837)
H (1.96439, 2.54093, -1.65103)
H (-1.63075, -0.50045, 1.20830)
C (-2.39143, -0.24879, -4.35900)
H (-1.76065, -1.13337, -4.38487)
H (-2.03860, 0.53133, -5.03162)
H (-3.33986, -0.58733, -4.80108)
O (2.09394, 1.57810, -2.02720)
H (-0.96597, 1.21197, -3.33405)
H (2.64154, 1.62578, -2.82709)
C (2.24278, -0.26280, 2.51139)
O (2.58226, 0.01786, 1.15071)
H (3.11718, -0.07753, 3.14886)
H (1.91068, -1.30377, 2.63478)
H (1.41841, 0.39665, 2.80352)
H (3.08353, -0.76494, 0.76398)

The LUMO energy (spin up / spin down) is -1.694 / -1.448 eV. As for the HOMO energy (spin up / spin down): -0.2532 / -0.2531 Eh. The HOMO-LUMO gap (spin up / spin down) is 5.195 / 5.440 eV.

Löwdin population analysis, charges in e, atoms 1 to 5: O -0.1755; H 0.0798; Sr 1.5688; N -0.1394; N -0.1031

---

Computed, not measured: a molecular structure, C13H17ClF5O3Zr, with ωB97M-V/def2-TZVPD.

CARTESIAN COORDINATES (ANGSTROEM)
Zr (6.25756, 9.41786, 6.63685)
C (5.08735, 6.92398, 9.00031)
C (5.86681, 6.48204, 7.74167)
C (7.27455, 5.99829, 8.11295)
C (5.22174, 5.41772, 6.82853)
O (5.95950, 7.67350, 6.97869)
H (4.94961, 6.15273, 9.75609)
H (4.05173, 7.33619, 8.84714)
H (5.72844, 7.70739, 9.49727)
H (7.11540, 5.31694, 8.95775)
H (7.79205, 6.89927, 8.39345)
H (7.70674, 5.49135, 7.25345)
H (4.99884, 4.54759, 7.45616)
H (5.85512, 5.12827, 5.99893)
H (4.19645, 5.71087, 6.56021)
C (6.00847, 12.21125, 4.51824)
C (4.90068, 11.24287, 4.02407)
O (4.95564, 10.03793, 4.88303)
H (5.92218, 13.27059, 4.18536)
H (7.00651, 11.78296, 4.25811)
H (5.83638, 12.28991, 5.70748)
H (5.06183, 10.92364, 2.99688)
H (3.94341, 11.70193, 4.14493)
H (4.34294, 9.36635, 4.59644)
F (6.63577, 11.89431, 13.57241)
C (6.48980, 11.57456, 12.33326)
C (5.26331, 11.53531, 11.69636)
F (4.14910, 11.77753, 12.38397)
C (5.18650, 11.15324, 10.38795)
F (3.96514, 11.16403, 9.78090)
C (6.28383, 10.86543, 9.56731)
O (6.10496, 10.45035, 8.28558)
C (7.54283, 11.01060, 10.21238)
F (8.64511, 10.61226, 9.54486)
C (7.62706, 11.39725, 11.54882)
F (8.80359, 11.37976, 12.19467)
Cl (8.11884, 8.99683, 4.62183)
C (8.37942, 9.53690, 6.44185)
H (8.69004, 10.57393, 6.28024)
H (9.15204, 8.81034, 6.87335)

The total charge is +1. The LUMO energy is -3.142 eV. As for the HOMO energy: -0.4373 Eh. The energy above the lowest of the compared OMol25 structures with the same formula, charge and spin is 50.1 kJ/mol. The HOMO-LUMO gap is 8.758 eV.

Löwdin population analysis, charges in e, atoms 1 to 5: Zr 1.6318; C -0.0211; C -0.6482; C -0.0040; C -0.0189

---

| no. | electronic energy (hartree) |
| --- | --- |
| 1 | -529.3099 |
| 2 | -841.6030 |
| 3 | -726.2161 |
| 4 | -1171.5615 |
| 5 | -1737.6465 |